# C5H6N4O6

A 2-piece molecular cluster, C5H6N4O6 overall in a non-equilibrium geometry (the ωB97M-V functional and the def2-TZVPD basis, the OMol25 dataset).

Geometry as XYZ:
```
21
Properties=species:S:1:pos:R:3:forces:R:3:lowdin_charge:R:1
C -0.772897 1.175004 0.514706 -0.051 0.104 -0.346 -0.3421
C 0.380282 0.323483 0.565514 1.025 -0.784 0.705 0.0153
C -1.391712 1.732562 -0.706520 -0.184 0.020 -0.131 -0.0349
C 1.784598 -2.362590 -0.758779 -0.549 0.035 -0.154 0.1842
C 0.468214 -2.269835 -0.878244 1.062 -0.131 0.044 -0.1616
N -1.217993 1.386532 1.709418 -0.267 0.291 0.349 0.0162
N 0.668199 -0.014984 1.708722 -0.902 0.951 -0.599 -0.0456
N -0.163691 -1.427910 -1.902516 0.152 -0.345 0.417 -0.3613
N -0.441156 -2.957355 0.046005 0.229 0.356 -0.462 -0.3560
O 1.525197 -0.796693 2.365743 0.177 -0.205 0.141 0.0756
O -1.298827 -1.691149 -2.197016 -0.542 -0.079 -0.302 0.1188
O -1.427177 -2.355680 0.374760 -0.450 0.183 0.360 0.1207
O 0.524658 -0.565370 -2.380221 0.317 0.422 -0.396 0.0904
O -0.087536 -4.044124 0.425513 0.098 -0.571 0.287 0.1089
O -0.657320 0.864819 2.690053 0.216 -0.329 0.456 -0.0130
H -2.018963 0.981420 -1.189525 0.003 0.008 -0.075 0.0788
H -2.012771 2.586293 -0.448070 -0.022 0.038 -0.029 0.0836
H -0.620774 2.032447 -1.412466 -0.011 0.050 -0.029 0.0815
H 2.430446 -1.798436 -1.414425 -0.113 0.092 -0.039 0.0991
H 2.236241 -2.980442 0.000492 -0.147 -0.138 0.056 0.0985
H 1.356054 -0.623538 3.309203 -0.040 0.031 -0.253 0.1429
```
Forces are in eV/Å.

Summary:
Energy relative to the best compared isomer or geometry (same formula, charge and spin) = 131.8 kcal per mole
SMILES = C=C([N+](=O)[O-])[N+](=O)[O-].CC(=C=NO)N=O
LUMO energy = -0.04386 hartree
E = -23514.62252 eV

# C12H31NO6P

A 2-piece molecular cluster, C12H31NO6P overall in a non-equilibrium geometry (the ωB97M-V functional and the def2-TZVPD basis, the OMol25 dataset).

Geometry as XYZ:
```
51
Properties=species:S:1:pos:R:3:forces:R:3:lowdin_charge:R:1
C 2.769835 -2.076106 1.680459 0.208 0.334 0.240 -0.1101
C 1.355734 -2.214106 2.367418 0.515 -0.482 -0.320 -0.2067
C 0.479380 -3.419224 1.832217 0.112 0.410 1.250 -0.1598
O -0.666037 -2.906195 1.080471 -1.331 0.016 0.280 -0.1494
C -1.868069 -3.489806 1.533762 0.810 -1.476 0.457 -0.1805
N -3.052187 -2.888840 0.811442 1.137 0.545 -0.398 0.0754
C -3.616057 -1.675459 1.493087 -0.626 1.430 0.239 -0.0940
C -4.855796 -1.978524 2.433098 -0.556 0.821 -0.226 -0.2053
O -4.991032 -3.346439 2.814973 0.757 0.550 -0.358 -0.0553
H 2.739315 -2.116635 0.558507 -0.210 0.108 1.000 0.0704
H 3.188846 -1.069947 1.980225 -0.326 -1.132 -0.419 0.0877
H 3.509695 -2.862085 2.012209 -0.945 0.752 -0.230 0.0836
H 1.517792 -2.382452 3.471542 -0.219 0.339 -1.134 0.1150
H 0.788408 -1.255376 2.224988 0.393 -0.956 0.192 0.1074
H 1.047986 -4.139026 1.185366 -0.579 0.651 0.641 0.1416
H 0.041955 -3.924552 2.748608 0.721 0.137 -1.122 0.1230
H -1.838994 -4.589739 1.300676 -0.335 0.863 0.218 0.1640
H -2.046089 -3.363909 2.638664 0.224 0.064 -0.990 0.1499
H -2.665288 -2.572880 -0.096090 -0.244 -0.291 0.303 0.1906
H -3.762394 -3.607090 0.622906 0.035 0.204 0.289 0.1867
H -2.795152 -1.166654 2.060027 -0.516 -0.704 -0.604 0.1445
H -3.934114 -0.958722 0.681760 0.304 -0.760 0.896 0.1485
H -4.819857 -1.266170 3.312752 0.139 -0.903 -0.864 0.1414
H -5.796829 -1.702416 1.877366 0.966 -0.539 0.540 0.1375
H -4.258037 -3.589126 3.402113 -0.421 0.094 0.087 0.0943
O -0.437003 2.889765 -1.516555 0.911 -1.008 -3.908 -0.2403
P 1.026195 2.526318 -1.756902 1.967 1.379 8.201 0.6796
O 1.155025 1.275003 -0.675396 -0.139 -0.016 -0.747 -0.2226
C 0.524974 0.044862 -0.984866 0.110 -0.219 0.067 -0.3099
C 1.221073 -0.679421 -2.123417 -0.059 0.002 -0.162 -0.0761
O 1.713870 3.729472 -0.849177 -0.050 -0.289 -1.286 -0.2188
C 0.961431 4.884393 -0.481393 -0.375 0.150 0.278 -0.2923
C 0.245955 4.681409 0.843856 0.111 -0.070 0.267 -0.0771
O 2.609704 2.188020 -2.309391 -2.833 -0.011 -2.197 -0.1987
C 2.817385 2.263472 -3.724272 0.304 0.100 -0.545 -0.2979
C 2.373661 3.589411 -4.311898 0.015 0.114 0.169 -0.0804
H -0.533325 0.210594 -1.216992 -0.029 0.031 -0.008 0.1044
H 0.573036 -0.571195 -0.083154 0.035 0.147 0.041 0.0879
H 1.039801 -0.167821 -3.073627 0.014 -0.064 -0.019 0.0643
H 0.846007 -1.701191 -2.221801 -0.008 0.039 -0.014 0.0754
H 2.300196 -0.711405 -1.966132 -0.068 -0.005 0.069 0.0857
H 0.264388 5.157067 -1.274768 -0.046 -0.131 0.072 0.1033
H 1.665575 5.714248 -0.388119 0.141 -0.190 -0.045 0.1181
H -0.258523 3.714092 0.906253 -0.039 0.125 -0.269 0.0670
H -0.490218 5.471052 1.008602 0.053 -0.019 0.001 0.0786
H 0.966980 4.705117 1.664804 -0.035 0.064 -0.039 0.0758
H 2.290147 1.437835 -4.212251 0.098 -0.034 -0.047 0.1012
H 3.885250 2.121061 -3.901546 -0.059 -0.048 0.215 0.1253
H 1.291200 3.733428 -4.201766 -0.013 -0.049 -0.053 0.0722
H 2.610177 3.634760 -5.376217 -0.047 -0.003 0.048 0.0855
H 2.864028 4.421135 -3.802419 0.029 -0.069 -0.057 0.0894
```
Forces are in eV/Å.

Summary:
LUMO energy = -0.11394 hartree
Net charge = +1
E = -36002.48519 eV

# C31H58BN9OP

A 9-piece molecular cluster, C31H58BN9OP overall in a non-equilibrium geometry (the ωB97M-V functional and the def2-TZVPD basis, the OMol25 dataset).

Geometry as XYZ:
```
101
Properties=species:S:1:pos:R:3:forces:R:3:lowdin_charge:R:1
C 2.544388 4.269566 -1.410462 0.025 -0.029 0.021 -0.1205
C 2.076153 3.767656 -2.776550 0.025 0.089 -0.056 -0.2627
C 2.990987 2.684750 -3.355550 -0.021 -0.007 0.021 -0.2236
C 3.339379 1.505813 -2.443883 0.006 -0.057 0.027 -0.2248
C 2.256831 0.447543 -2.226628 0.018 -0.104 0.070 -0.2136
C 1.080660 0.818978 -1.324314 -0.030 0.021 -0.053 -0.2091
C -0.012253 -0.249160 -1.345199 0.192 -0.058 0.087 -0.2188
C -1.275309 0.126344 -0.577347 -0.049 -0.145 -0.071 -0.2146
C -2.154684 1.236250 -1.174141 -0.149 -0.492 0.107 -0.2697
C -3.051360 1.860995 -0.106587 0.354 1.014 -1.010 -0.3197
B -2.415814 2.890595 0.747013 0.049 -0.380 0.309 -0.7716
O -3.139374 3.557713 1.809252 0.089 0.460 -0.148 -0.0299
N -0.990234 3.375527 0.543788 -0.268 0.007 0.220 -0.1349
C -0.296178 3.758831 1.758359 0.026 -0.001 -0.075 -0.1283
C -1.090815 4.525862 -0.345230 0.115 -0.072 -0.041 -0.1115
P -4.674053 2.495663 -0.549989 -0.191 0.089 1.050 0.9060
C -5.835186 1.252360 0.229403 0.120 -0.084 -0.453 -0.3024
C -5.003913 2.276606 -2.357243 -0.069 -0.098 -0.148 -0.4367
C -5.844261 3.458023 -2.871278 0.144 -0.215 0.002 -0.2063
H 2.122038 3.674493 -0.598883 0.016 -0.008 -0.001 0.0582
H 2.258148 5.308609 -1.247610 -0.077 -0.018 0.047 0.0640
H 3.634352 4.214507 -1.329715 -0.004 0.056 -0.018 0.0693
H 1.042386 3.425582 -2.717683 0.004 -0.005 0.035 0.0885
H 2.070473 4.605303 -3.480242 -0.003 -0.022 -0.033 0.0991
H 2.565506 2.293557 -4.286351 -0.017 0.036 0.009 0.1071
H 3.927682 3.183608 -3.631633 0.023 -0.062 -0.014 0.1015
H 4.200955 0.999190 -2.893598 0.031 0.029 0.031 0.0982
H 3.683079 1.877912 -1.472001 -0.012 -0.007 -0.017 0.1000
H 1.876326 0.108032 -3.198696 0.005 0.100 -0.017 0.1121
H 2.743620 -0.426277 -1.778577 -0.059 -0.049 -0.077 0.0786
H 1.436065 0.909564 -0.290923 0.002 0.159 -0.025 0.1203
H 0.663991 1.788531 -1.596861 -0.032 -0.019 0.042 0.0802
H -0.253510 -0.513043 -2.383221 -0.053 0.080 0.004 0.1129
H 0.419117 -1.145873 -0.885588 -0.088 -0.062 -0.161 0.0739
H -1.007838 0.389262 0.450550 0.017 0.073 -0.039 0.1008
H -1.909573 -0.767046 -0.520882 0.038 -0.002 0.199 0.0806
H -1.509841 1.969293 -1.683714 -0.013 0.027 0.065 0.0843
H -2.756616 0.759288 -1.957882 0.062 0.067 -0.065 0.0843
H -3.687127 4.265137 1.429167 -0.025 -0.426 0.176 0.0582
H -0.169866 2.884687 2.403567 0.035 0.033 0.009 0.0700
H 0.701198 4.151312 1.523614 0.019 -0.044 0.007 0.0685
H -0.830133 4.532722 2.333126 0.030 -0.010 0.023 0.0780
H -1.702656 4.267116 -1.213358 0.056 0.013 -0.011 0.0836
H -1.555568 5.402810 0.144236 -0.007 -0.021 -0.025 0.0859
H -0.099642 4.839236 -0.690705 0.018 0.026 -0.024 0.0571
H -5.398683 1.134151 1.219862 -0.203 -0.050 0.106 0.0107
H -6.871582 1.596705 0.297398 0.012 0.002 -0.016 -0.0006
H -5.774544 0.294205 -0.302704 -0.077 -0.029 0.087 0.0058
H -4.054626 2.232741 -2.895973 -0.014 -0.004 0.013 0.0563
H -5.518799 1.329665 -2.550381 0.052 -0.012 0.045 0.0611
H -6.335385 3.222009 -3.819699 0.026 0.054 -0.011 0.0531
H -5.199979 4.327164 -3.015903 -0.079 0.061 0.012 0.0531
H -6.608151 3.735700 -2.143822 -0.069 -0.017 -0.068 0.0361
C -1.958789 2.173530 4.686753 -0.089 0.074 -0.146 -0.0688
C -0.961001 2.969896 5.389095 0.047 -0.016 -0.023 -0.2982
N -0.165212 3.585877 5.942223 0.000 -0.002 0.045 0.1065
H -2.784348 1.942248 5.357799 -0.008 0.009 -0.001 0.0793
H -2.341908 2.720489 3.819382 -0.012 -0.006 0.009 0.0587
H -1.510942 1.242961 4.341867 0.008 0.006 -0.021 0.0841
C 4.665332 -3.268927 -1.355177 0.050 0.075 -0.105 -0.0832
C 3.352421 -3.005262 -0.783543 0.009 -0.055 0.083 -0.2763
N 2.337179 -2.797583 -0.291764 -0.015 -0.068 0.055 0.1517
H 5.397972 -2.592724 -0.920047 0.008 -0.016 -0.021 0.0604
H 4.971450 -4.292722 -1.150246 -0.014 0.004 0.016 0.0741
H 4.656708 -3.113543 -2.432662 -0.060 0.006 0.003 0.0841
C -9.750256 0.134964 -0.638695 0.054 -0.193 0.199 -0.0771
C -9.688984 1.452058 -1.251218 0.087 0.024 -0.093 -0.2919
N -9.622319 2.484212 -1.746526 -0.106 0.066 -0.011 0.1329
H -10.169475 0.207168 0.363793 -0.007 0.041 -0.007 0.0794
H -10.372175 -0.536097 -1.228277 0.007 0.044 -0.055 0.0770
H -8.748318 -0.285602 -0.557793 0.028 0.055 -0.048 0.0757
C 7.150296 -3.879036 1.936790 0.010 -0.010 0.151 -0.0621
C 7.576214 -3.788425 0.548152 -0.136 -0.078 -0.061 -0.2739
N 7.850617 -3.723232 -0.565022 0.149 -0.001 0.044 0.1421
H 6.579240 -4.792196 2.094606 0.038 -0.034 -0.050 0.0852
H 8.012780 -3.892408 2.599892 0.002 0.004 -0.005 0.0873
H 6.522658 -3.028821 2.194970 0.009 0.014 -0.012 0.0588
C -3.482465 -3.228546 0.010236 0.050 0.071 0.077 -0.0940
C -4.129989 -2.625329 -1.145811 0.027 0.150 -0.054 -0.2909
N -4.622412 -2.115425 -2.048294 -0.085 -0.118 -0.039 0.1327
H -3.381253 -2.472786 0.789003 0.006 0.009 -0.003 0.0809
H -4.066401 -4.068153 0.380991 -0.022 0.005 -0.038 0.0578
H -2.492827 -3.589988 -0.262021 -0.004 0.000 -0.014 0.0739
C -2.648497 -6.198478 3.229278 -0.008 0.034 0.045 -0.0679
C -2.519291 -6.286514 1.780484 0.047 -0.030 -0.016 -0.2812
N -2.410278 -6.355445 0.640646 -0.024 -0.046 0.008 0.1415
H -3.279328 -7.005645 3.596437 -0.001 -0.002 -0.004 0.0803
H -1.667034 -6.273489 3.693373 0.004 0.002 -0.006 0.0830
H -3.095726 -5.244874 3.504477 0.002 0.003 -0.005 0.0823
C 5.344282 -0.218497 3.990904 -0.057 0.031 -0.023 -0.0654
C 5.566760 -1.553119 4.534508 -0.013 0.004 0.054 -0.2894
N 5.740958 -2.601764 4.967739 0.047 0.002 -0.077 0.1287
H 4.452647 -0.215500 3.366101 -0.002 -0.001 -0.001 0.0881
H 5.205918 0.493434 4.802170 -0.004 -0.003 0.003 0.0851
H 6.199643 0.088989 3.392056 0.001 -0.004 0.002 0.0809
C 9.151145 -6.787738 -1.268599 0.054 0.156 -0.113 -0.0767
C 8.547506 -7.120050 0.013649 0.005 -0.082 0.010 -0.2917
N 8.073693 -7.381873 1.025730 -0.019 0.067 0.021 0.1284
H 9.105774 -5.708033 -1.408037 -0.016 -0.007 -0.020 0.0459
H 10.190926 -7.108193 -1.296178 -0.011 -0.037 0.055 0.0807
H 8.611311 -7.269574 -2.081529 -0.035 -0.030 0.042 0.0829
```
Forces are in eV/Å.

Summary:
LUMO energy = 0.06119 hartree
Net charge = -1
E = -58511.00066 eV